Here is a structure of composition C16H17ClCoN6SSe from the OMol25 dataset. Energies are from ωB97M-V with the def2-TZVPD basis set.

XYZ file:
```
43
C16H17ClCoN6SSe, DFT ωB97M-V with the def2-TZVPD basis set
Co 0.433 0.799 0.032
N -2.581 3.999 -1.247
C -1.369 3.579 -1.203
S -1.816 1.140 0.166
N -0.282 3.212 -1.394
N 0.687 2.346 -1.033
C 1.851 2.579 -1.583
C 2.852 1.620 -1.298
C 4.127 1.709 -1.852
C 5.063 0.756 -1.527
C 4.701 -0.236 -0.631
C 3.413 -0.260 -0.122
N 2.466 0.620 -0.454
H -2.914 4.691 -0.589
H -3.253 3.540 -1.848
H 2.009 3.450 -2.206
H 4.357 2.519 -2.532
H 6.057 0.786 -1.953
H 5.402 -0.998 -0.325
H 3.150 -1.022 0.594
Cl 0.350 -1.188 1.436
C 0.642 0.129 2.263
H 0.782 0.225 3.331
H 0.755 1.178 1.855
C 0.268 -2.502 2.134
N 0.114 -1.136 -0.050
C -0.275 -1.366 -1.352
Se 1.056 -2.811 -1.679
N -1.612 -1.538 -1.406
C -2.488 -1.503 -0.300
C -3.260 -2.629 -0.057
C -4.018 -2.727 1.100
C -4.038 -1.688 2.009
C -3.336 -0.522 1.740
C -2.560 -0.407 0.591
H 1.695 -1.347 1.258
H 0.233 -3.364 2.765
H -1.003 -0.981 1.670
H -1.896 -2.106 -2.190
H -3.214 -3.458 -0.754
H -4.574 -3.634 1.295
H -4.615 -1.770 2.920
H -3.360 0.315 2.424
```

Its multiplicity is 1. For the HOMO-LUMO gap (spin up / spin down), the calculation gives 4.92 / 4.92 eV. The net charge is +1. The value obtained for the HOMO energy (spin up / spin down) is -9.50 / -9.50 eV.



Here is a structure of composition C16H17ClN2O3S from the OMol25 dataset. Energies are from ωB97M-V with the def2-TZVPD basis set.

XYZ file:
```
40
C16H17ClN2O3S, DFT ωB97M-V with the def2-TZVPD basis set
C -3.412 -1.116 -2.465
C -3.635 -0.859 -1.104
O -4.753 -0.504 -0.744
C -2.601 -0.946 -0.217
C -2.642 -0.819 1.010
N -1.517 -0.828 1.820
C -0.626 -1.204 1.095
N 0.757 -1.180 1.172
C 1.712 -1.423 0.282
O 1.536 -1.743 -0.785
C 3.110 -1.214 0.959
C 4.067 -0.774 -0.182
C 4.114 0.464 -0.411
H 4.080 1.267 0.695
H 4.983 0.949 -0.959
O 2.961 0.990 -1.026
C 1.846 1.228 -0.634
C 1.440 1.614 0.717
C 0.297 2.177 0.901
C -0.796 2.249 0.095
C -0.495 1.928 -1.437
C 0.709 1.625 -1.515
H 1.091 1.421 -2.634
H -1.264 2.087 -1.938
Cl -2.373 2.863 0.150
H 0.022 2.300 1.983
H 2.214 1.400 1.427
H 4.028 -1.198 -1.070
H 5.103 -1.146 0.363
H 3.473 -2.483 1.254
H 3.209 -0.719 1.813
H 0.952 -1.022 2.136
S -1.007 -1.287 -0.687
C -3.878 -0.386 1.940
H -4.363 0.553 1.530
H -3.514 0.149 3.023
H -4.566 -1.053 1.770
H -2.717 -0.386 -2.631
H -4.381 -0.985 -3.136
H -3.163 -1.989 -2.559
```

Its multiplicity is 1. For the HOMO-LUMO gap, the calculation gives 7.78 eV. The energy above the lowest of the compared OMol25 structures with the same formula, charge and spin comes out at 326.8 kcal per mole. The value obtained for the HOMO energy is -7.59 eV.



Here is a structure of composition C16H17FIrN2O4Si from the OMol25 dataset. Energies are from ωB97M-V with the def2-TZVPD basis set.

XYZ file:
```
42
C16H17FIrN2O4Si, DFT ωB97M-V with the def2-TZVPD basis set
Ir 0.140 -0.172 0.983
O 1.145 3.610 2.300
C 0.744 2.388 2.073
O 1.232 1.668 1.193
C -0.347 1.894 2.940
C -1.010 2.518 3.982
C -2.048 1.818 4.591
C -2.421 0.557 4.136
C -1.712 -0.007 3.090
N -0.685 0.661 2.558
C -1.976 -1.351 2.404
O -2.892 -2.050 2.698
O -1.055 -1.661 1.474
H 1.865 3.843 1.685
H -0.738 3.514 4.297
H -2.582 2.274 5.413
H -3.245 0.006 4.566
C 2.568 -1.752 0.513
Si 1.916 -1.503 -1.215
C 1.371 -3.145 -1.907
C 3.175 -0.556 -2.222
N 0.422 -0.479 -0.901
C -0.443 -0.036 -1.890
C -0.190 -0.317 -3.247
C -1.044 0.067 -4.257
C -2.198 0.779 -3.955
C -2.478 1.095 -2.641
C -1.617 0.694 -1.643
F -1.937 1.049 -0.384
H 3.429 -2.429 0.454
H 1.855 -2.251 1.169
H 2.937 -0.840 0.985
H 2.230 -3.818 -1.943
H 0.945 -3.097 -2.908
H 0.624 -3.591 -1.248
H 4.104 -1.125 -2.282
H 3.400 0.393 -1.730
H 2.864 -0.333 -3.241
H 0.701 -0.870 -3.499
H -0.814 -0.185 -5.283
H -2.873 1.089 -4.740
H -3.363 1.653 -2.368
```

Its multiplicity is 1. For the HOMO-LUMO gap (spin up / spin down), the calculation gives 5.72 / 6.43 eV. The net charge is +1. The energy above the lowest of the compared OMol25 structures with the same formula, charge and spin comes out at 8.9 kcal per mole. The value obtained for the HOMO energy (spin up / spin down) is -11.12 / -11.51 eV.



Here is a structure of composition C16H17FN2PdS2Si from the OMol25 dataset. Energies are from ωB97M-V with the def2-TZVPD basis set.

XYZ file:
```
40
C16H17FN2PdS2Si, DFT ωB97M-V with the def2-TZVPD basis set
Pd 0.039 -0.699 0.628
S 1.431 -1.900 -1.087
C -0.106 -2.664 -1.062
N -1.192 -1.969 -0.792
C -2.304 -2.791 -0.627
C -3.588 -2.359 -0.307
C -4.597 -3.298 -0.211
C -4.342 -4.654 -0.440
C -3.071 -5.091 -0.762
C -2.053 -4.147 -0.843
S -0.365 -4.382 -1.183
H -3.774 -1.306 -0.139
H -5.601 -2.982 0.040
H -5.148 -5.373 -0.363
H -2.874 -6.141 -0.937
C 1.644 -2.275 2.991
Si 0.150 -1.283 3.482
C 0.264 -0.904 5.302
C -1.382 -2.299 3.186
N 0.072 0.116 2.423
C 0.037 1.488 2.590
C 0.086 2.133 3.834
C 0.049 3.515 3.935
C -0.039 4.309 2.800
C -0.095 3.703 1.553
C -0.060 2.332 1.482
F -0.128 1.753 0.247
H 1.731 -3.163 3.623
H 2.554 -1.680 3.105
H 1.611 -2.620 1.953
H 0.327 -1.849 5.847
H -0.617 -0.368 5.665
H 1.152 -0.317 5.548
H -1.411 -3.160 3.859
H -1.432 -2.690 2.164
H -2.283 -1.703 3.353
H 0.158 1.532 4.728
H 0.090 3.975 4.913
H -0.064 5.387 2.881
H -0.166 4.276 0.638
```

Its multiplicity is 3. The expectation value of S² is 2.0110. For the HOMO-LUMO gap (spin up / spin down), the calculation gives 8.40 / 6.05 eV. The energy above the lowest of the compared OMol25 structures with the same formula, charge and spin comes out at 6.8 kcal per mole. The value obtained for the HOMO energy (spin up / spin down) is -7.78 / -7.68 eV.



Here is a structure of composition C16H17HgN6S3Si from the OMol25 dataset. Energies are from ωB97M-V with the def2-TZVPD basis set.

XYZ file:
```
44
C16H17HgN6S3Si, DFT ωB97M-V with the def2-TZVPD basis set
Hg 0.296 0.196 0.045
C -3.551 -3.486 4.537
Si -3.029 -3.730 2.698
C -4.449 -3.011 1.669
C -2.975 -5.604 2.253
C -1.282 -3.073 2.544
C -0.290 -3.681 3.324
C 1.026 -3.251 3.256
C 1.334 -2.209 2.406
N 0.409 -1.602 1.661
C -0.871 -2.009 1.716
S -1.936 -1.125 0.709
H -4.522 -3.924 4.752
H -3.615 -2.422 4.751
H -2.834 -3.907 5.236
H -5.391 -3.508 1.889
H -4.244 -3.110 0.611
H -4.561 -1.952 1.863
H -3.933 -6.090 2.415
H -2.227 -6.151 2.820
H -2.722 -5.720 1.202
H -0.559 -4.498 3.987
H 1.797 -3.715 3.854
H 2.345 -1.833 2.303
S 1.716 1.980 1.100
C 2.727 2.176 -0.314
C 3.309 3.435 -0.424
N 3.759 4.499 -0.500
C 2.948 1.239 -1.310
S 2.271 -0.366 -1.406
C 3.760 1.565 -2.392
N 4.420 1.798 -3.313
N -1.237 4.835 -3.071
C -1.331 3.447 -2.946
C -0.791 2.792 -1.858
N -0.921 1.451 -1.682
C -1.631 0.819 -2.646
C -2.160 1.485 -3.716
N -2.026 2.817 -3.913
H -0.453 5.229 -2.571
H -1.279 5.134 -4.036
H -0.226 3.337 -1.113
H -1.758 -0.248 -2.525
H -2.722 0.963 -4.484
```

Its multiplicity is 2. The expectation value of S² is 0.7617. For the HOMO-LUMO gap (spin up / spin down), the calculation gives 2.91 / 5.82 eV. The net charge is -2. The energy above the lowest of the compared OMol25 structures with the same formula, charge and spin comes out at 17.2 kcal per mole. The value obtained for the HOMO energy (spin up / spin down) is 1.20 / -1.72 eV.



Here is a cluster of 2 separate species, C16H17N in total from the OMol25 dataset. Energies are from ωB97M-V with the def2-TZVPD basis set.

XYZ file:
```
34
C16H17N, DFT ωB97M-V with the def2-TZVPD basis set
C -1.268 3.903 0.963
C 2.110 3.104 -1.568
C 0.817 2.887 -2.045
C 2.281 3.756 -0.357
C -0.250 3.120 -1.194
C 1.197 4.061 0.445
C -0.088 3.657 0.071
H 2.944 2.852 -2.214
H 0.691 2.506 -3.049
H 3.278 4.062 -0.080
H -1.251 2.875 -1.530
H 1.330 4.548 1.408
H -2.059 3.203 0.698
H -1.782 4.865 0.889
H -0.963 3.790 2.007
C -1.005 -0.390 -0.821
C -1.207 -1.312 1.563
C -0.978 -1.445 0.240
C -0.492 -3.415 1.298
C -0.485 -2.787 0.046
C 0.060 -4.677 1.484
C 0.065 -3.449 -1.061
C 0.515 -5.378 0.382
C 0.454 -4.757 -0.886
N -0.974 -2.520 2.232
H -1.627 -0.510 2.154
H -0.523 -2.466 3.136
H -0.643 -0.769 -1.770
H -0.319 0.429 -0.592
H 0.136 -5.171 2.448
H 0.009 -3.064 -2.074
H 1.202 -6.206 0.491
H 0.822 -5.338 -1.719
H -1.997 0.035 -0.995
```

Its multiplicity is 1. For the HOMO-LUMO gap, the calculation gives 8.77 eV. The energy above the lowest of the compared OMol25 structures with the same formula, charge and spin comes out at 13.9 kcal per mole. The value obtained for the HOMO energy is -7.92 eV.